Formula: C35H54O19
Source: the OMol25 dataset
Level of theory: wB97M-V/def2-TZVPD

The LUMO energy is 0.6 eV. As for the gap between HOMO and LUMO: 10.575 eV. The multiplicity is 1. The SMILES is COC(=O)OC.O=C1CCCO1.O=C1CCCO1.O=C1CCCO1.O=C1CCCO1.O=C1CCCO1.O=C1CCCO1.O=C1CCCO1.O=C1CCCO1.

Last column: Mulliken charge in e.
CARTESIAN COORDINATES (ANGSTROEM)
1 C -0.0702 5.8864 -2.0786  -0.532
2 O 0.6715 4.6355 -1.9889  -0.191
3 C 1.8900 4.7968 -1.4870  0.836
4 O 2.3683 5.8035 -1.1439  -0.560
5 O 2.4611 3.6189 -1.5433  -0.259
6 C 3.7404 3.5744 -0.8384  -0.711
7 H -1.0884 5.5717 -2.2829  -0.160
8 H 0.4434 6.4610 -2.8270  0.377
9 H 0.0109 6.4017 -1.1354  0.381
10 H 3.6600 3.7193 0.2105  0.309
11 H 4.5099 4.1734 -1.2175  0.446
12 H 4.0519 2.6047 -1.0611  0.149
13 O -3.5622 -4.9506 1.5837  -0.654
14 C -2.3300 -4.9732 1.4855  0.453
15 C -1.4779 -6.1745 0.9762  -0.443
16 C -0.0393 -5.6735 1.2991  -0.707
17 C -0.1781 -4.1520 1.4306  0.539
18 O -1.5787 -3.9272 1.8358  -0.244
19 H -1.7636 -7.0937 1.4961  0.436
20 H -1.7057 -6.2027 -0.1070  0.102
21 H 0.2496 -6.0599 2.2668  0.331
22 H 0.7056 -5.8720 0.5616  0.411
23 H 0.4524 -3.7683 2.2286  0.359
24 H -0.0885 -3.5478 0.5589  -0.617
25 O -3.8756 0.4080 -2.0784  -0.505
26 C -4.1238 1.5647 -2.2228  0.554
27 C -3.8629 2.4002 -3.4646  -0.570
28 C -4.1297 3.8318 -3.0248  -0.013
29 C -4.8179 3.7666 -1.6436  -0.365
30 O -4.6774 2.3809 -1.2143  -0.354
31 H -2.8823 2.1789 -3.7705  0.325
32 H -4.5854 2.1366 -4.2157  0.346
33 H -3.1895 4.3202 -2.9537  -0.337
34 H -4.8292 4.3077 -3.7054  0.425
35 H -4.3840 4.3975 -0.9270  0.201
36 H -5.9222 3.9477 -1.6906  0.314
37 O 3.6684 2.6918 2.2732  -0.642
38 C 3.5154 1.5247 2.4298  0.580
39 C 4.5466 0.4210 2.5546  -0.413
40 C 3.8048 -0.8101 3.0155  0.184
41 C 2.3376 -0.2299 3.4257  -0.058
42 O 2.2814 1.0608 2.7709  -0.291
43 H 5.1459 0.2300 1.6794  0.082
44 H 5.2503 0.7483 3.3448  0.377
45 H 3.6642 -1.6242 2.3193  -0.561
46 H 4.1990 -1.2864 3.9040  0.557
47 H 1.5314 -0.7983 3.0236  -0.094
48 H 2.2481 -0.0782 4.4922  0.359
49 O -0.4209 -0.6615 2.6998  -0.347
50 C -1.5534 -0.7940 2.4521  -0.388
51 C -2.5906 -0.9111 3.5049  -0.681
52 C -3.7509 -1.6372 2.8211  -0.869
53 C -3.4684 -1.4909 1.3232  -0.110
54 O -2.1309 -0.8730 1.2566  0.697
55 H -2.2276 -1.4923 4.3653  0.312
56 H -2.9573 0.0129 3.8717  0.406
57 H -3.7812 -2.6828 3.0895  0.269
58 H -4.7876 -1.2996 3.0957  0.337
59 H -3.3096 -2.4229 0.8239  -0.149
60 H -4.0758 -0.8516 0.6378  0.496
61 O -0.0561 -4.6713 -1.8980  -0.627
62 C -0.9232 -3.8810 -2.2242  0.310
63 C -1.0880 -3.1097 -3.5710  -0.138
64 C -2.5381 -2.6352 -3.5489  -0.478
65 C -2.8475 -2.6148 -2.0241  0.251
66 O -1.9211 -3.5793 -1.3980  -0.174
67 H -0.3180 -2.2969 -3.5737  -0.032
68 H -0.8894 -3.8115 -4.4077  0.417
69 H -2.5726 -1.6378 -3.9685  0.229
70 H -3.3300 -3.2829 -4.0890  0.255
71 H -2.5892 -1.6426 -1.6261  -0.590
72 H -3.8477 -2.8461 -1.7719  0.621
73 O 4.7632 -0.0374 -1.4753  -0.580
74 C 4.7653 -1.1943 -1.2128  0.388
75 C 5.1628 -2.4248 -2.0508  -0.257
76 C 4.9396 -3.5580 -1.0951  -0.873
77 C 3.8797 -3.0273 -0.1105  -0.050
78 O 4.3095 -1.6293 -0.0070  -0.218
79 H 4.5167 -2.4849 -2.9751  0.193
80 H 6.2030 -2.3554 -2.3526  0.352
81 H 4.6069 -4.4660 -1.5982  0.370
82 H 5.7822 -3.9223 -0.6316  0.416
83 H 2.8105 -2.9533 -0.4588  -0.069
84 H 3.9134 -3.4250 0.9007  0.372
85 O -1.8416 3.6319 -0.0436  -0.378
86 C -1.3045 3.8037 0.9996  0.408
87 C 0.2029 4.2640 1.3043  0.572
88 C 0.1832 4.7288 2.7791  -0.606
89 C -0.9058 3.7852 3.2411  -0.243
90 O -1.8432 3.6411 2.1897  -0.453
91 H 0.9702 3.4661 1.1439  -0.295
92 H 0.3857 5.0976 0.6773  0.078
93 H 1.1808 4.5263 3.2409  0.277
94 H -0.1048 5.8225 2.7786  0.279
95 H -0.3277 2.8795 3.5023  -0.015
96 H -1.4525 4.0300 4.1619  0.443
97 O 1.7364 -1.5859 -2.6000  -0.749
98 C 1.0978 -0.8310 -1.8707  0.430
99 C 1.1511 -0.5035 -0.3821  1.783
100 C 0.2979 0.7927 -0.2237  0.947
101 C -0.6160 0.6296 -1.3891  0.255
102 O 0.0123 -0.2223 -2.3459  -0.462
103 H 0.7724 -1.4203 0.1548  -1.000
104 H 2.1840 -0.4160 -0.0115  -0.434
105 H -0.1981 0.8821 0.7702  -0.020
106 H 0.9386 1.6591 -0.4393  -0.554
107 H -1.4727 0.0682 -1.0527  -0.849
108 H -0.9700 1.5197 -1.9027  0.379

=====

Formula: C35H55F2MgN2OP2Si
Source: the OMol25 dataset
Level of theory: wB97M-V/def2-TZVPD

The LUMO energy is 2.8 eV. As for the charge: -1. As for the gap between HOMO and LUMO: 6.875 eV. The multiplicity is 1.

Last column: Mulliken charge in e.
CARTESIAN COORDINATES (ANGSTROEM)
1 Mg -0.4079 0.4082 -0.1934  4.233
2 C -0.9847 -4.3030 -1.1066  -1.580
3 C -1.2601 -2.8041 -1.1396  1.263
4 C -2.5995 -2.4519 -1.7778  -1.375
5 P 0.0551 -1.6873 -1.8134  0.271
6 C 0.2101 -1.9315 -3.6396  0.914
7 C -0.1183 -3.2912 -4.2533  -1.468
8 C 1.5830 -1.4440 -4.1054  -1.560
9 C 1.5837 -2.2908 -1.0416  0.304
10 C 2.2895 -3.3999 -1.4948  -0.003
11 C 3.4668 -3.8354 -0.9065  -1.141
12 C 3.9473 -3.1133 0.1821  -0.971
13 C 3.2754 -2.0090 0.6659  -0.093
14 C 2.0574 -1.5577 0.0905  -0.898
15 N 1.3292 -0.5173 0.5902  0.258
16 C 1.9180 0.2357 1.6223  -1.042
17 C 3.0540 1.0128 1.3674  0.514
18 C 3.6114 1.8190 2.3418  -0.970
19 C 3.0168 1.8898 3.5985  -0.845
20 C 1.8826 1.1326 3.8499  0.011
21 C 1.3190 0.2929 2.8850  0.362
22 P -0.1975 -0.7262 3.0888  0.501
23 C 0.4317 -2.2534 3.9661  0.480
24 C 0.4239 -3.4258 2.9820  -1.447
25 C 1.7865 -2.1387 4.6574  -1.571
26 C -1.1910 0.1072 4.4166  0.003
27 C -0.6856 0.2280 5.8558  -1.639
28 C -1.6868 1.4480 3.8734  -1.104
29 H -1.7645 -4.7999 -0.5210  0.507
30 H -0.0258 -4.5263 -0.6378  0.300
31 H -0.9900 -4.7531 -2.1009  0.207
32 H -1.3178 -2.4425 -0.1054  -0.410
33 H -2.6421 -2.7357 -2.8328  0.197
34 H -2.7798 -1.3849 -1.6865  -0.031
35 H -3.4125 -2.9681 -1.2608  0.496
36 H -0.5241 -1.2112 -4.0219  0.235
37 H 0.5795 -4.0686 -3.9385  0.177
38 H -0.0488 -3.2177 -5.3434  0.471
39 H -1.1238 -3.6276 -4.0102  0.306
40 H 2.3494 -2.1989 -3.9167  0.315
41 H 1.8894 -0.5289 -3.5989  0.235
42 H 1.5547 -1.2351 -5.1774  0.450
43 H 1.8993 -3.9513 -2.3428  0.141
44 H 3.9864 -4.7077 -1.2799  0.431
45 H 4.8651 -3.4216 0.6713  0.360
46 H 3.6800 -1.4861 1.5216  0.363
47 H 3.4853 0.9659 0.3742  0.500
48 H 4.4942 2.4065 2.1169  0.337
49 H 3.4237 2.5326 4.3692  0.383
50 H 1.4281 1.1957 4.8294  -0.055
51 H -0.3311 -2.4437 4.7316  0.609
52 H 1.1296 -3.2568 2.1674  0.133
53 H -0.5626 -3.5635 2.5372  0.358
54 H 0.7126 -4.3553 3.4832  0.530
55 H 2.5833 -2.0212 3.9197  0.213
56 H 1.9949 -3.0461 5.2323  0.474
57 H 1.8475 -1.2836 5.3327  0.319
58 H -2.0497 -0.5762 4.4381  0.507
59 H -0.0077 1.0727 5.9859  0.345
60 H -0.1731 -0.6712 6.1988  0.287
61 H -1.5300 0.4033 6.5299  0.483
62 H -0.8578 2.1539 3.7774  0.149
63 H -2.4258 1.8904 4.5465  0.539
64 H -2.1322 1.3360 2.8833  0.029
65 C -4.2204 1.3211 -2.2879  -1.193
66 Si -2.9337 2.4405 -1.5085  0.183
67 C -3.1361 4.1166 -2.3480  -1.291
68 C -3.4043 2.6821 0.2875  -0.026
69 N -1.2848 1.9228 -1.6367  -1.040
70 C -0.5770 2.0345 -2.8032  0.410
71 C -1.1074 2.1475 -4.1064  -0.309
72 C -0.3079 2.2766 -5.2355  -1.099
73 C 1.0764 2.2753 -5.1390  -0.533
74 C 1.6457 2.1176 -3.8775  -0.735
75 C 0.8287 1.9903 -2.7843  -0.013
76 F 1.4153 1.7817 -1.5617  0.055
77 H -5.2139 1.6558 -1.9752  0.387
78 H -4.0959 0.2968 -1.9439  0.268
79 H -4.1948 1.3286 -3.3800  0.328
80 H -2.3981 4.8261 -1.9635  0.267
81 H -4.1312 4.5203 -2.1385  0.381
82 H -3.0153 4.0704 -3.4313  0.361
83 H -2.7150 2.1729 0.9558  -0.784
84 H -4.3942 2.2578 0.4686  0.402
85 H -3.4346 3.7455 0.5460  0.317
86 H -2.1824 2.1292 -4.2222  0.230
87 H -0.7815 2.3712 -6.2054  0.392
88 H 1.7023 2.3715 -6.0156  0.368
89 H 2.7178 2.0665 -3.7333  0.431
90 F -2.0954 -0.1185 0.3033  -1.053
91 C -0.1620 4.6696 1.0744  -1.397
92 C 0.6134 3.3692 1.0508  -0.028
93 O -0.2534 2.2822 0.7520  0.415
94 H -0.9703 4.6211 1.8052  0.245
95 H -0.6020 4.8774 0.0963  0.267
96 H 0.4986 5.5010 1.3318  0.436
97 H 1.0519 3.1502 2.0270  0.032
98 H 1.4277 3.4057 0.3216  0.255
99 H -0.6806 2.4554 -0.1565  -0.226

=====

The evaluated relative energy (zero: lowest compared OMol25 entry of this formula, charge and spin) for the records listed, in turn: 0.0 19.5 kcal per mole.
The evaluated electronic energy for the records listed, in turn: -2795.67011 -2923.72184 a.u..